(1)
{"formula": "C9H20N2O2P", "method": "the ωB97M-V functional and the def2-TZVPD basis", "lumo_energy_ev": -2.54, "total_charge": 1, "e_tot_ha": -956.016382, "fmax_ev_per_a": 2.57, "orbital_gap_ev": 10.60, "symbols": ["C", "P", "O", "N", "C", "C", "O", "C", "C", "H", "H", "H", "H", "H", "H", "H", "H", "H", "H", "H", "H", "H", "C", "C", "C", "C", "N", "H", "H", "H", "H", "H", "H", "H"], "xyz": [[-3.626, 2.064, 1.047], [-3.486, 0.785, -0.295], [-4.416, 1.385, -1.566], [-1.811, 0.866, -0.982], [-1.272, 2.258, -1.197], [-0.325, 2.761, -0.081], [0.655, 1.827, 0.321], [-0.014, 0.700, 0.839], [-0.911, -0.034, -0.179], [-4.611, 1.889, 1.499], [-2.877, 1.946, 1.836], [-3.639, 3.093, 0.659], [-5.309, 1.400, -1.218], [-1.884, 0.445, -1.910], [-2.135, 2.936, -1.218], [-0.782, 2.373, -2.168], [-0.901, 3.134, 0.777], [0.216, 3.612, -0.505], [-0.588, 0.905, 1.755], [0.762, -0.019, 1.119], [-1.573, -0.691, 0.406], [-0.353, -0.707, -0.833], [4.128, -1.908, -0.577], [3.718, -2.527, 0.754], [2.753, -3.706, 0.600], [1.460, -3.296, 0.052], [0.445, -2.979, -0.380], [3.271, -1.476, -1.099], [4.853, -1.110, -0.416], [4.587, -2.652, -1.230], [3.270, -1.758, 1.389], [4.613, -2.879, 1.271], [2.588, -4.169, 1.574], [3.194, -4.470, -0.043]], "forces_ev_per_a": [[0.2, 0.4, -0.9], [-2.1, -1.3, 0.7], [2.0, 0.1, 1.1], [0.5, 1.3, -0.5], [0.2, 1.1, 0.2], [0.1, 0.3, -0.4], [-1.0, -0.2, -0.2], [0.3, -0.8, -0.2], [0.2, -0.5, 0.9], [0.2, -0.2, -0.2], [-0.1, -0.1, -0.2], [0.2, -0.2, 0.2], [-0.7, 0.1, -0.2], [-0.2, -0.1, 0.0], [0.2, -0.2, -0.1], [0.0, -0.6, 0.1], [0.1, -0.2, 0.0], [-0.2, -0.1, 0.1], [0.1, 0.4, -0.2], [-0.2, 0.1, 0.0], [0.2, 0.0, -0.2], [0.0, 0.4, -0.1], [0.0, 0.0, 0.0], [0.2, 0.2, -0.2], [0.2, 0.0, 0.3], [0.1, -0.2, 0.0], [-0.1, 0.3, 0.0], [0.0, 0.0, 0.0], [0.0, 0.0, 0.0], [0.0, 0.0, 0.0], [0.0, -0.1, 0.1], [-0.1, -0.1, 0.1], [-0.1, 0.0, -0.1], [-0.1, 0.0, -0.1]]}



(2)
{"formula": "C9H20N4O3RhSSbSe4", "method": "the ωB97M-V functional and the def2-TZVPD basis", "lumo_energy_ev": [-0.88, -1.99], "s_squared": 6.04, "spin_multiplicity": 5, "e_tot_ha": -11154.286840, "fmax_ev_per_a": 1.03, "orbital_gap_ev": [6.61, 5.44], "symbols": ["Rh", "C", "O", "C", "C", "O", "C", "C", "O", "C", "H", "H", "H", "H", "H", "H", "H", "H", "H", "H", "H", "H", "H", "H", "C", "C", "N", "N", "C", "S", "N", "N", "H", "H", "H", "H", "H", "H", "Se", "Sb", "Se", "Se", "Se"], "xyz": [[0.731, 0.426, -0.667], [-2.506, 1.788, 0.077], [-1.329, 1.996, -0.687], [-0.901, 3.360, -0.681], [-0.254, 3.736, 0.636], [0.821, 2.839, 0.820], [1.153, 2.465, 2.135], [0.106, 1.574, 2.769], [-0.293, 0.559, 1.859], [-1.057, -0.440, 2.504], [-3.278, 2.502, -0.222], [-2.315, 1.881, 1.149], [-2.853, 0.778, -0.138], [-1.756, 4.014, -0.875], [-0.193, 3.465, -1.503], [-0.972, 3.673, 1.461], [0.112, 4.766, 0.580], [1.322, 3.335, 2.780], [2.090, 1.915, 2.046], [-0.779, 2.142, 3.079], [0.541, 1.125, 3.670], [-0.459, -0.973, 3.247], [-1.390, -1.142, 1.742], [-1.936, -0.008, 2.993], [0.094, -4.793, -1.949], [1.080, -4.140, -1.059], [2.188, -4.642, -0.623], [2.754, -3.620, 0.102], [2.039, -2.496, 0.111], [2.371, -1.021, 0.841], [0.947, -2.835, -0.611], [-0.050, -1.924, -0.939], [0.351, -5.844, -2.060], [0.114, -4.309, -2.927], [-0.918, -4.708, -1.549], [3.660, -3.738, 0.519], [-0.200, -1.975, -1.954], [-0.913, -2.145, -0.451], [-2.150, -0.365, -2.846], [0.203, 0.483, -3.191], [2.521, 1.452, -1.584], [0.260, 2.475, -4.530], [1.042, -1.632, -4.073]], "forces_ev_per_a": [[-0.4, -0.6, 0.8], [0.0, -0.1, 0.0], [0.1, 0.2, 0.0], [-0.1, 0.0, 0.1], [0.0, -0.1, 0.0], [0.1, 0.2, 0.1], [-0.1, 0.0, -0.2], [-0.1, -0.1, 0.1], [0.1, 0.1, 0.1], [0.0, 0.0, -0.1], [0.0, 0.0, 0.0], [0.0, 0.0, 0.0], [0.0, 0.0, 0.0], [0.0, 0.0, -0.1], [0.1, -0.1, 0.0], [0.0, 0.0, 0.0], [0.0, 0.0, 0.0], [0.0, 0.0, 0.0], [0.0, 0.0, 0.0], [-0.1, 0.0, 0.0], [0.0, 0.0, 0.0], [0.0, 0.0, 0.0], [0.0, 0.0, 0.0], [0.0, 0.0, 0.0], [0.0, 0.0, 0.0], [0.0, 0.2, -0.1], [0.0, 0.2, 0.2], [0.3, -0.2, 0.0], [0.0, -0.1, 0.0], [0.0, 0.1, -0.1], [-0.2, -0.1, -0.1], [-0.2, 0.2, 0.3], [0.0, 0.0, 0.0], [0.0, 0.0, 0.0], [0.0, 0.0, 0.0], [0.0, 0.0, 0.0], [0.0, 0.0, 0.0], [0.0, -0.1, -0.1], [0.1, -0.2, -0.1], [0.0, 0.2, -1.0], [0.5, 0.4, -0.4], [0.1, -0.2, 0.5], [-0.3, 0.0, 0.1]]}



(3)
{"formula": "C9H20NO2S", "method": "the ωB97M-V functional and the def2-TZVPD basis", "lumo_energy_ev": -5.01, "total_charge": 1, "e_tot_ha": -957.980876, "fmax_ev_per_a": 4.56, "orbital_gap_ev": 8.84, "symbols": ["C", "C", "C", "C", "C", "C", "C", "C", "C", "N", "O", "O", "S", "H", "H", "H", "H", "H", "H", "H", "H", "H", "H", "H", "H", "H", "H", "H", "H", "H", "H", "H", "H"], "xyz": [[-0.135, 0.284, 0.905], [1.522, -3.390, -1.708], [-0.492, 2.602, -0.119], [-1.810, 0.825, -0.651], [-2.015, 1.777, 1.586], [1.241, 0.585, 1.499], [1.186, -1.894, -1.497], [1.095, -0.010, 0.091], [1.436, -1.442, -0.062], [-1.098, 1.384, 0.495], [-0.510, -0.279, 4.125], [-1.526, -1.796, 2.476], [-0.613, -1.688, 3.591], [1.380, -3.755, -2.830], [2.543, -3.442, -1.659], [0.904, -4.120, -1.174], [-1.252, 3.175, -0.526], [0.168, 3.287, 0.449], [0.171, 2.250, -0.823], [-2.187, -0.160, -0.450], [-2.515, 1.519, -1.048], [-1.082, 0.709, -1.385], [-3.001, 1.837, 1.178], [-1.983, 0.943, 2.278], [-1.727, 2.680, 2.087], [1.372, 1.584, 1.858], [1.480, -0.080, 2.307], [1.650, -1.210, -2.225], [-0.003, -1.728, -1.841], [1.584, 0.581, -0.678], [-0.713, -0.509, 1.358], [2.519, -1.700, 0.076], [0.894, -2.037, 0.759]], "forces_ev_per_a": [[0.8, 1.3, -0.2], [-2.5, 0.3, -3.6], [1.8, 0.4, 2.1], [-0.7, -0.7, 0.0], [0.0, -1.4, 0.6], [-1.9, -0.8, 0.1], [-4.3, -0.6, -1.2], [1.2, 1.0, 1.6], [0.5, -1.9, 0.4], [1.1, 0.9, 0.0], [0.0, -4.2, -1.2], [0.4, -0.7, 0.7], [-0.6, 4.3, 1.2], [-0.1, 1.2, 2.0], [2.7, -0.9, 1.0], [0.6, 0.4, 0.5], [-1.5, 1.0, -0.9], [-0.8, -0.8, 0.8], [1.1, -0.7, -2.1], [-0.6, -0.2, 0.4], [-0.9, 0.3, 0.1], [1.2, -0.4, -1.4], [-0.6, 0.3, -0.2], [-0.3, 0.1, 0.4], [0.3, 0.4, 0.0], [0.6, 0.8, -0.8], [0.3, -0.4, 0.1], [0.5, -0.5, 0.4], [2.7, -0.4, 1.2], [-0.9, 0.4, -0.2], [0.1, 0.1, -0.8], [-0.7, 0.7, 0.3], [0.6, 0.5, -1.5]]}



(4)
{"formula": "C9H20NO2S", "method": "the ωB97M-V functional and the def2-TZVPD basis", "lumo_energy_ev": -2.79, "total_charge": 1, "e_tot_ha": -957.967422, "fmax_ev_per_a": 4.78, "smiles": "CCCCCS(=O)(=O)[C@H]1C[N+]1(C)C", "orbital_gap_ev": 10.29, "symbols": ["C", "C", "C", "C", "C", "S", "O", "O", "C", "C", "N", "C", "C", "H", "H", "H", "H", "H", "H", "H", "H", "H", "H", "H", "H", "H", "H", "H", "H", "H", "H", "H", "H"], "xyz": [[-2.016, 3.465, 2.847], [-1.828, 3.564, 1.367], [-0.923, 2.617, 0.713], [-1.309, 1.113, 0.856], [-0.924, 0.256, -0.348], [0.863, 0.256, -0.583], [1.595, -0.006, 0.633], [1.286, 1.322, -1.426], [1.266, -1.260, -1.680], [2.595, -1.842, -1.409], [1.453, -2.652, -1.230], [1.044, -3.743, -2.211], [1.070, -2.988, 0.178], [-2.593, 4.247, 3.206], [-2.380, 2.562, 3.299], [-0.899, 3.533, 3.166], [-2.878, 3.473, 0.938], [-1.625, 4.687, 1.075], [0.132, 2.862, 0.984], [-0.879, 2.764, -0.407], [-0.956, 0.719, 1.759], [-2.418, 1.164, 0.842], [-1.335, 0.644, -1.272], [-1.235, -0.827, -0.250], [0.864, -1.144, -2.599], [3.157, -1.996, -2.249], [3.039, -1.423, -0.564], [1.662, -4.664, -2.091], [0.087, -4.135, -1.865], [0.863, -3.188, -3.140], [1.962, -3.457, 0.499], [0.887, -2.109, 0.751], [0.374, -3.814, 0.208]], "forces_ev_per_a": [[4.4, -0.8, 0.3], [-3.7, 2.7, -1.4], [2.1, -0.9, -2.3], [-1.2, 1.7, -1.2], [0.3, -1.0, 0.5], [0.7, -1.5, -0.3], [-0.7, 0.0, 0.0], [-0.2, 0.3, -0.3], [0.3, 1.1, 3.3], [-0.7, 1.6, -0.8], [-2.9, -1.4, 0.9], [-0.3, 0.3, 0.9], [1.1, -1.1, -0.7], [-0.8, 1.6, 0.8], [-0.3, -0.7, -0.4], [-1.9, 0.2, 0.5], [1.0, -0.2, 0.0], [0.2, -2.2, 0.7], [-0.5, -0.6, 0.2], [-0.4, 0.4, 1.0], [0.4, -0.8, 1.4], [0.5, -0.5, 0.3], [0.0, 0.1, -0.2], [0.4, 1.1, 0.1], [-0.9, 0.2, -3.0], [1.6, -0.8, -1.8], [0.9, 0.1, 1.5], [0.3, 1.2, -0.8], [-0.3, 0.6, 0.0], [0.7, -1.1, -0.2], [1.0, -0.3, 1.1], [-0.4, 0.4, 0.4], [-0.8, 0.5, -0.2]]}



(5)
{"formula": "C9H20NO3", "method": "the ωB97M-V functional and the def2-TZVPD basis", "lumo_energy_ev": -2.82, "total_charge": 1, "e_tot_ha": -634.962705, "fmax_ev_per_a": 8.88, "orbital_gap_ev": 8.68, "symbols": ["C", "C", "C", "O", "O", "C", "H", "H", "H", "H", "H", "H", "C", "N", "C", "C", "C", "C", "O", "H", "H", "H", "H", "H", "H", "H", "H", "H", "H", "H", "H", "H", "H"], "xyz": [[4.216, 1.859, 2.325], [3.396, 2.868, 1.561], [1.965, 3.318, 2.283], [1.724, 4.652, 2.283], [1.081, 2.322, 2.908], [-0.211, 2.204, 2.215], [4.034, 1.817, 3.481], [5.012, 1.230, 1.741], [3.755, 3.343, 0.554], [-0.784, 3.226, 2.082], [-0.902, 1.473, 2.856], [-0.140, 1.706, 1.148], [0.202, -1.132, -2.035], [-0.923, -1.955, -1.411], [-0.384, -3.357, -1.147], [-2.085, -2.049, -2.385], [-1.380, -1.356, -0.052], [-1.963, 0.065, -0.146], [-1.001, 0.977, -0.670], [0.655, -1.718, -2.839], [-0.210, -0.220, -2.471], [0.950, -0.912, -1.264], [-0.066, -3.796, -2.095], [-1.184, -3.957, -0.702], [0.465, -3.281, -0.458], [-2.429, -1.042, -2.631], [-2.881, -2.633, -1.924], [-1.725, -2.541, -3.298], [-0.489, -1.356, 0.592], [-2.124, -2.041, 0.365], [-2.245, 0.409, 0.854], [-2.854, 0.090, -0.776], [-1.475, 1.786, -0.943]], "forces_ev_per_a": [[-2.5, 3.3, -2.6], [1.1, -3.7, 3.5], [0.2, 6.7, -0.5], [0.7, -8.8, 0.1], [1.1, 2.1, -2.5], [-1.8, -0.5, -0.5], [0.2, -0.6, -2.6], [-1.2, 1.7, 1.6], [-1.3, -1.1, 2.0], [1.4, -1.9, 0.5], [1.7, 1.7, -1.1], [0.4, 1.1, 2.2], [-0.2, -0.2, -0.1], [0.1, 0.0, 0.1], [-0.3, 0.5, 0.1], [0.6, 0.1, 0.1], [0.4, 0.5, -0.6], [0.1, 0.1, -0.3], [-0.4, 0.1, -0.4], [-0.1, -0.1, 0.2], [0.1, -0.2, 0.4], [-0.3, 0.0, -0.2], [-0.1, 0.1, 0.2], [0.2, 0.1, -0.1], [-0.3, 0.0, -0.2], [0.1, -0.2, 0.1], [0.1, 0.0, 0.0], [-0.1, 0.1, 0.3], [-0.2, 0.0, -0.2], [0.1, 0.1, -0.1], [-0.1, -0.4, 0.1], [-0.1, -0.2, 0.1], [0.4, -0.4, 0.2]]}



(6)
{"formula": "C9H21AlClI2NP2S", "method": "the ωB97M-V functional and the def2-TZVPD basis", "lumo_energy_ev": -8.67, "total_charge": 2, "e_tot_ha": -2788.633452, "fmax_ev_per_a": 3.04, "orbital_gap_ev": 4.92, "symbols": ["I", "I", "Al", "P", "C", "C", "H", "H", "H", "H", "H", "H", "C", "H", "H", "H", "P", "C", "C", "H", "H", "H", "C", "H", "H", "H", "H", "H", "H", "Cl", "S", "C", "C", "N", "C", "H", "H", "H"], "xyz": [[0.058, 1.091, 1.732], [0.172, -1.501, 1.664], [-0.071, -0.103, -3.134], [-1.980, -0.070, -1.654], [-2.786, -0.018, 0.007], [-2.930, 1.354, -2.332], [-3.982, 1.077, -2.324], [-3.976, -1.269, -2.241], [-2.624, 1.653, -3.342], [-2.610, -1.913, -3.210], [-2.520, 0.907, 0.542], [-2.815, 2.238, -1.689], [-2.923, -1.545, -2.225], [-3.879, -0.028, -0.176], [-2.807, -2.378, -1.518], [-2.510, -0.902, 0.601], [1.899, -0.054, -1.636], [3.046, 0.011, -0.101], [2.806, -1.505, -2.305], [2.424, 1.553, -3.429], [3.847, 1.046, -2.452], [2.728, 2.252, -1.821], [2.799, 1.338, -2.422], [2.429, -1.793, -3.293], [3.853, -1.207, -2.355], [4.094, 0.007, -0.498], [2.911, -0.881, 0.526], [2.737, -2.369, -1.633], [2.887, 0.942, 0.460], [-0.037, -0.213, -5.252], [-1.117, 0.003, 6.900], [0.631, 0.188, 6.629], [0.871, 0.396, 5.298], [-0.230, 0.410, 4.487], [-1.351, 0.330, 5.202], [1.456, 0.007, 7.320], [1.864, 0.554, 4.878], [-2.363, 0.389, 4.795]], "forces_ev_per_a": [[0.3, 1.1, -0.9], [0.0, -0.8, 0.0], [0.3, -0.1, 0.7], [-2.8, 0.0, -0.4], [0.7, 0.1, 0.9], [0.5, 0.4, -0.4], [0.0, 0.0, -0.1], [0.0, 0.0, -0.1], [-0.2, -0.1, 0.1], [-0.2, 0.1, 0.1], [-0.1, -0.5, -0.2], [0.1, -0.3, -0.1], [0.5, -0.4, -0.4], [0.6, 0.0, -0.3], [0.1, 0.3, -0.1], [-0.1, 0.4, -0.2], [3.0, 0.0, 0.1], [-0.5, 0.0, 0.5], [-0.5, -0.3, -0.5], [0.3, 0.1, 0.0], [0.0, 0.1, -0.2], [-0.2, -0.2, -0.1], [-0.4, 0.3, -0.5], [0.3, -0.1, 0.1], [0.0, -0.1, -0.2], [-1.1, 0.0, -0.1], [-0.1, 0.5, -0.2], [-0.2, 0.2, -0.1], [-0.1, -0.4, -0.1], [0.0, 0.1, 1.8], [1.7, 0.7, -1.1], [-0.4, -0.5, -0.6], [-0.4, -0.3, 0.8], [-1.8, 0.5, 1.3], [1.4, -0.7, 0.1], [-0.8, 0.2, 0.3], [-0.3, -0.2, 0.0], [0.4, -0.1, 0.0]]}



- Number 3 is which compound?
  C9H20NO2S